Record 1
# C15H34NO2P2SiW

C15H34NO2P2SiW as an isolated structure (ωB97M-V/def2-TZVPD, the OMol25 dataset).

Element x y z (Å)
1 W 0.127248 0.476984 0.144041
2 P -2.127194 0.128008 -0.361377
3 C -2.121462 0.753353 -2.124170
4 C -0.800182 1.177502 -2.698879
5 N 0.268900 1.053501 -1.886146
6 C 1.527311 1.278058 -2.336730
7 C 1.718761 1.964953 -3.518792
8 C 0.620609 2.230109 -4.336549
9 C -0.640507 1.782968 -3.940179
10 C 2.589264 0.804380 -1.375536
11 P 2.072617 -0.642240 -0.290370
12 H -1.527713 1.936031 -4.549868
13 H 2.731847 2.293129 -3.781291
14 H 0.742526 2.761639 -5.268190
15 H 3.446524 0.408678 -1.941509
16 H 2.967882 1.639112 -0.759076
17 H -2.614794 -0.001854 -2.712885
18 H -2.814945 1.606300 -2.182719
19 H -0.673016 -2.791605 -4.451206
20 O -1.452317 -3.314760 -4.661616
21 H -2.070074 -2.985721 -3.972465
22 H 0.107433 -1.215434 0.597622
23 O -0.581668 -3.029427 0.548906
24 H -0.511456 -3.918560 0.194583
25 C 2.259988 -2.055775 -1.395977
26 H 3.084468 -1.851555 -2.096302
27 H 2.482098 -2.941186 -0.783010
28 H 1.331436 -2.235482 -1.953992
29 C 3.423250 -0.828080 0.899748
30 H 3.175446 -1.637534 1.600642
31 H 4.350645 -1.083091 0.360463
32 H 3.579191 0.094362 1.476324
33 C -3.382330 1.308586 0.231663
34 H -4.346335 1.071637 -0.248193
35 H -3.464915 1.251345 1.323892
36 H -3.101274 2.324785 -0.073598
37 C -2.660113 -1.526174 -0.176845
38 H -2.912144 -1.750968 0.863921
39 H -3.401662 -1.887174 -0.906139
40 H -1.388439 -2.589274 0.090495
41 C 1.409973 -0.566737 3.725426
42 Si 0.002962 0.594892 3.313082
43 C -1.587939 -0.390231 3.265038
44 C -0.116469 1.884007 4.670433
45 C 0.356762 1.651135 1.764552
46 H 1.324343 -0.843501 4.787919
47 H 2.391578 -0.098854 3.571490
48 H 1.375608 -1.494166 3.140705
49 H -1.787870 -0.732327 4.293405
50 H -2.447926 0.207098 2.934082
51 H -1.521570 -1.293086 2.645562
52 H 0.785116 2.509898 4.686447
53 H -0.981343 2.539651 4.510647
54 H -0.220646 1.406567 5.651848
55 H -0.362790 2.481528 1.670321
56 H 1.365293 2.084578 1.820329

Cartesian forces, eV/Å:
0.475 1.574 2.431
-1.561 0.639 -1.392
-0.401 0.099 -0.128
-0.048 0.621 -0.118
0.049 -1.160 0.324
-0.028 0.547 0.354
0.779 -0.166 0.018
-0.283 -0.229 0.482
-0.392 -0.176 0.176
0.793 0.412 -0.084
2.975 -0.858 -1.587
0.258 -0.036 -0.080
-0.459 -0.280 -0.095
0.023 0.059 -0.091
-0.013 0.324 0.162
-0.024 -0.251 -0.156
0.014 -0.462 -0.610
0.169 -0.221 0.200
0.384 -0.154 -0.421
-0.517 0.781 1.213
0.131 -0.642 -0.818
-0.407 0.911 -0.108
-0.981 1.048 -0.696
-0.114 -0.492 -0.075
-0.628 -0.337 -0.124
-0.219 -0.121 0.307
-0.072 0.199 -0.234
0.304 -0.058 0.058
-0.140 0.203 0.621
0.105 0.168 -0.206
-0.388 0.084 0.004
-0.014 -0.263 -0.163
-0.069 0.052 0.934
0.311 -0.097 0.185
-0.241 0.104 -0.308
0.073 -0.224 0.158
-2.227 0.463 -0.249
0.197 -0.209 -0.156
0.552 -0.276 0.173
1.640 -1.390 0.762
0.149 0.031 -0.479
-0.113 -0.771 2.374
-0.168 -0.028 -0.496
0.017 0.400 -0.494
0.181 0.102 -1.993
0.024 0.117 -0.314
-0.158 -0.104 0.226
-0.005 0.046 0.133
0.041 0.183 -0.272
0.060 -0.141 0.239
0.024 0.058 0.112
-0.182 -0.090 0.081
0.145 -0.059 0.117
0.010 -0.083 -0.230
-0.089 0.086 0.161
0.056 0.066 0.174

Its gap between HOMO and LUMO (alpha / beta) is 6.92 / 6.47 eV. Its total charge is +3. As for the expectation value of S²: 2.015. As for the largest force on an atom: 3.479 eV/A. The total energy is -1835.320001 Ha. The spin multiplicity is 3.

---

Record 2
# C15H34NO8P

A 3-piece molecular cluster, C15H34NO8P overall (ωB97M-V/def2-TZVPD, the OMol25 dataset).

Element x y z (Å)
1 C 1.484479 4.311633 0.980702
2 O 0.807771 3.610831 2.001727
3 C -0.247409 4.338941 2.598924
4 C -1.422522 3.445359 2.924256
5 O -2.165175 3.013480 1.797029
6 C -1.609843 2.019909 0.955383
7 C -1.582831 0.628503 1.544587
8 O -0.572913 0.500665 2.529887
9 C -0.900594 -0.388601 3.570530
10 H 2.095847 5.124749 1.383572
11 H 2.136406 3.601577 0.472418
12 H 0.779848 4.723268 0.248768
13 H -0.581366 5.147701 1.938762
14 H 0.110595 4.787740 3.535892
15 H -2.127262 4.044575 3.506064
16 H -1.106643 2.605633 3.547414
17 H -0.617807 2.302240 0.595839
18 H -2.279847 1.984233 0.092731
19 H -1.369816 -0.083969 0.734608
20 H -2.566462 0.394004 1.968334
21 H -1.901888 -0.187851 3.967974
22 H -0.172307 -0.241636 4.366547
23 H -0.854000 -1.434092 3.241426
24 C -3.974299 -2.985780 -3.305548
25 O -3.355256 -4.085825 -2.681250
26 C -2.198505 -4.552208 -3.351315
27 C -1.128229 -4.992537 -2.379116
28 O -0.478211 -3.934566 -1.697469
29 C -1.172255 -3.268203 -0.657718
30 C -1.350087 -4.070570 0.609949
31 O -2.336916 -5.073332 0.457960
32 C -2.092958 -6.234358 1.216453
33 H -4.465586 -3.273802 -4.242140
34 H -4.727612 -2.604146 -2.618342
35 H -3.252830 -2.187737 -3.515373
36 H -1.791748 -3.772827 -4.005965
37 H -2.469699 -5.415838 -3.973913
38 H -0.340600 -5.466255 -2.970382
39 H -1.520020 -5.740983 -1.686841
40 H -2.129880 -2.873145 -1.005329
41 H -0.535845 -2.415735 -0.406116
42 H -1.660261 -3.380916 1.408156
43 H -0.388653 -4.516104 0.892015
44 H -1.063044 -6.586091 1.088141
45 H -2.773194 -7.005612 0.858841
46 H -2.280176 -6.068468 2.283847
47 C 4.375536 1.869627 -0.609303
48 O 4.065875 3.056420 -1.313709
49 C 4.701599 3.233369 -2.552999
50 P 5.240720 5.029414 -2.711396
51 N 5.583018 5.336836 -1.031879
52 C 4.783616 6.004360 -0.398555
53 O 4.031992 6.578972 0.270908
54 H 3.614995 1.100485 -0.783534
55 H 4.397254 2.105186 0.456748
56 H 5.355090 1.474790 -0.895381
57 H 3.988214 3.054123 -3.367059
58 H 5.546447 2.551637 -2.688461
59 H 6.569666 4.790586 -3.123770

Cartesian forces, eV/Å:
0.090 -0.037 0.068
-0.147 -0.125 -0.146
0.133 0.028 0.073
-0.011 0.023 0.123
-0.106 0.014 -0.005
0.039 0.004 -0.141
0.178 -0.163 -0.010
-0.116 0.212 0.144
0.078 -0.066 -0.053
-0.030 0.045 -0.022
0.001 0.044 0.023
0.012 0.020 0.000
-0.010 -0.025 -0.027
-0.052 0.088 -0.021
-0.004 -0.020 0.009
0.088 -0.024 -0.105
0.042 -0.036 0.119
0.015 0.015 -0.008
-0.170 -0.013 -0.035
0.001 0.015 0.008
-0.002 -0.008 0.000
0.021 -0.022 -0.019
-0.050 -0.003 0.001
-0.064 -0.067 -0.022
0.140 0.134 0.137
-0.133 -0.070 -0.070
0.019 -0.123 -0.028
0.106 0.014 0.006
-0.035 0.171 -0.037
-0.131 0.001 0.123
0.132 -0.086 -0.215
-0.088 0.040 0.067
0.026 0.022 -0.023
-0.021 -0.025 -0.013
-0.002 -0.002 -0.010
0.009 0.024 0.030
0.058 0.036 -0.077
0.002 -0.014 0.021
-0.096 0.100 0.026
-0.058 -0.138 0.044
-0.001 0.000 -0.005
0.112 0.004 0.042
0.005 -0.008 -0.019
0.001 -0.001 0.006
-0.025 0.016 0.021
0.050 0.000 0.010
-0.024 -0.124 0.089
0.013 0.093 0.011
-0.051 -0.165 -0.178
-0.088 0.089 0.068
-0.221 0.575 -0.189
0.237 -0.694 0.021
0.025 0.300 0.134
0.072 0.031 -0.044
-0.045 0.005 -0.078
-0.036 0.045 0.006
0.088 -0.062 -0.019
-0.021 0.030 0.130
0.047 -0.118 0.056

Its gap between HOMO and LUMO is 9.69 eV. Its total charge is 0. The SMILES is COCCOCCOC.COCCOCCOC.COCPN=C=O. As for the largest force on an atom: 0.733 eV/A. The total energy is -1589.797905 Ha. The spin multiplicity is 1.

---

Record 3
# C15H34NO8S2

A 3-piece molecular cluster, C15H34NO8S2 overall (ωB97M-V/def2-TZVPD, the OMol25 dataset).

Element x y z (Å)
1 C -3.877242 5.658646 2.308747
2 C -3.750817 4.958171 3.697851
3 C -2.316228 5.088327 4.154269
4 O -1.923302 6.098899 4.510296
5 O -1.419517 4.026282 4.096512
6 C -1.926217 2.762885 4.500143
7 C -2.316775 1.881496 3.319998
8 N -1.396862 2.051171 2.174889
9 C 0.050882 1.884871 2.347998
10 C 0.555761 2.510548 1.027124
11 C -0.491036 1.894454 0.004855
12 C -1.743356 1.459486 0.851273
13 H -3.724619 4.926152 1.522112
14 H -4.843006 6.123800 2.208518
15 H -3.104760 6.414237 2.248130
16 H -4.099200 3.934817 3.611082
17 H -4.367204 5.527673 4.372972
18 H -2.749609 2.804606 5.207990
19 H -1.115775 2.260754 5.017740
20 H -3.332183 2.069205 2.990030
21 H -2.311301 0.846751 3.650631
22 H -1.459063 3.055520 1.969455
23 H 0.461013 2.391820 3.214549
24 H 0.406108 0.869906 2.487293
25 H 0.407462 3.578013 1.130249
26 H 1.570506 2.167669 0.903548
27 H -0.673288 2.643155 -0.748302
28 H 0.008022 0.990018 -0.318640
29 H -2.534526 2.064451 0.426465
30 H -1.861140 0.389247 0.793902
31 O -2.803516 -0.779178 -3.024653
32 S -2.499150 -1.840126 -2.116627
33 O -1.668360 -1.606227 -0.965338
34 O -1.933342 -3.076904 -2.922231
35 C -0.807690 -2.864185 -3.805983
36 C 0.506007 -2.766793 -3.056866
37 C -3.997199 -2.597290 -1.585139
38 H -0.982899 -1.983271 -4.425429
39 H -0.785505 -3.725592 -4.470005
40 H 0.546261 -1.865052 -2.444507
41 H 1.341347 -2.737859 -3.754564
42 H 0.633221 -3.618135 -2.390729
43 H -4.610567 -2.808421 -2.456619
44 H -4.504745 -1.895073 -0.926875
45 H -3.757095 -3.509978 -1.045633
46 O 3.219112 -3.935976 -2.016994
47 S 4.390831 -3.149630 -1.780286
48 O 4.633949 -1.958729 -2.530887
49 O 5.667850 -4.089586 -1.858525
50 C 5.849431 -4.894198 -3.042267
51 C 6.370245 -4.083226 -4.212383
52 C 4.505820 -2.774351 -0.063151
53 H 4.918619 -5.404761 -3.294317
54 H 6.575094 -5.658966 -2.772574
55 H 5.627649 -3.363862 -4.556771
56 H 6.618116 -4.740324 -5.045961
57 H 7.259163 -3.521521 -3.925369
58 H 4.357170 -3.687140 0.507525
59 H 3.723897 -2.053223 0.165005
60 H 5.483559 -2.343453 0.136471

Cartesian forces, eV/Å:
0.589 -0.599 0.656
0.067 -0.225 -1.078
-1.885 -3.084 -0.830
2.124 4.477 1.430
-0.635 -0.556 -0.168
0.579 -0.593 -0.280
-0.386 -0.742 0.447
-0.723 0.520 0.455
1.796 0.488 -0.020
-1.751 -1.458 0.920
1.550 -0.314 1.532
1.294 1.659 -1.686
-0.066 0.052 -0.314
-0.302 0.045 -0.165
-0.023 0.303 -0.206
-0.222 -0.052 0.236
-0.063 -0.103 0.544
-0.171 0.263 -0.031
0.226 0.120 0.189
-0.036 0.221 -0.390
0.165 -0.209 -0.079
-0.024 0.029 0.286
-0.511 0.479 0.182
-0.712 -0.545 -0.365
0.582 0.348 -0.220
0.306 0.483 -0.559
-0.330 -0.355 -0.550
-0.275 0.002 -0.918
-0.827 -0.590 0.300
-0.349 -0.207 0.527
0.261 0.381 0.149
-0.305 -0.933 -0.156
-0.020 0.484 0.047
-0.172 0.121 0.177
0.767 0.139 -0.414
-0.225 0.132 0.260
-0.033 -0.058 0.056
-0.175 0.029 0.115
-0.276 -0.085 0.126
0.014 0.016 -0.048
-0.038 -0.069 -0.036
0.070 -0.049 -0.092
0.031 0.009 -0.014
0.040 0.041 -0.029
0.025 0.012 -0.013
-0.131 0.060 -0.204
0.570 -0.233 0.439
-0.265 0.110 -0.162
-0.136 0.102 0.205
0.175 -0.305 -0.692
-0.140 0.261 0.035
0.038 -0.037 0.101
-0.082 0.112 0.138
-0.026 0.095 0.272
-0.001 -0.030 -0.010
0.016 -0.065 0.063
0.040 -0.080 -0.007
0.011 -0.006 -0.028
-0.021 -0.008 -0.085
-0.003 -0.003 -0.037

Its gap between HOMO and LUMO is 10.08 eV. Its total charge is +1. As for the largest force on an atom: 5.157 eV/A. The total energy is -2044.704413 Ha. The spin multiplicity is 1.